Computed, not measured: a 8-piece molecular cluster, C16H48O8S8 overall in a non-equilibrium geometry, with ωB97M-V with the def2-TZVPD basis set.

XYZ file:
```
80
Properties=species:S:1:pos:R:3:forces:R:3
C -6.092 -2.505 0.065 1.056 -0.810 0.397
S -4.564 -1.707 0.815 -1.491 0.241 0.749
O -5.105 -1.019 2.064 0.864 -0.932 -0.960
C -3.580 -3.195 1.256 -0.554 -0.928 0.153
H -5.765 -2.925 -0.886 -0.257 0.398 -0.305
H -6.935 -1.816 0.022 0.564 0.372 -0.260
H -6.451 -3.365 0.631 0.305 0.067 0.478
H -4.167 -3.979 1.734 -0.466 0.344 0.338
H -2.731 -2.980 1.905 -0.235 0.567 -0.206
H -3.197 -3.716 0.379 0.082 0.612 -0.415
C -2.561 0.523 3.103 -0.987 0.202 0.411
S -2.683 2.311 3.630 0.133 0.673 -1.461
O -2.232 3.093 2.399 -0.042 -0.538 1.026
C -4.494 2.663 3.708 -0.530 -0.969 -0.885
H -1.536 0.170 2.991 0.126 0.887 -0.181
H -3.144 0.362 2.196 0.148 0.144 0.095
H -2.957 -0.150 3.864 -0.378 0.282 0.205
H -4.833 3.556 4.232 0.819 -0.387 1.058
H -4.972 1.718 3.966 -0.211 0.234 0.688
H -4.962 2.912 2.755 0.873 -0.425 -0.799
C 1.001 3.440 2.257 0.071 2.156 0.362
S 2.134 4.927 2.054 1.310 -2.725 -1.128
O 3.488 4.288 2.342 -1.139 1.107 -0.101
C 2.012 5.004 0.198 0.514 0.498 -0.050
H 1.518 2.549 1.901 -0.063 0.261 -0.044
H 0.037 3.694 1.817 0.005 -0.415 -0.225
H 0.840 3.471 3.335 0.089 -0.564 0.026
H 1.859 4.037 -0.283 -0.709 -0.044 0.373
H 2.939 5.321 -0.280 0.516 0.196 0.787
H 1.335 5.812 -0.077 -0.601 -0.474 -0.004
C 0.216 -0.198 -1.299 -0.206 0.099 0.721
S -1.495 -0.343 -0.668 0.766 -0.003 0.420
O -1.342 -1.335 0.479 -0.266 1.179 -0.373
C -1.645 1.440 -0.099 0.957 -0.400 0.642
H 0.674 -1.161 -1.521 -0.873 -0.221 -0.660
H 0.872 0.077 -0.473 -0.224 0.843 0.172
H 0.167 0.521 -2.117 0.353 -0.091 -0.060
H -2.621 1.711 0.306 -0.114 -0.302 -0.573
H -1.261 2.138 -0.843 -0.594 -0.328 -0.710
H -0.971 1.675 0.725 0.159 -0.670 0.340
C -0.197 -2.308 3.452 0.363 -0.521 -0.815
S 0.679 -1.100 4.460 0.944 -1.224 1.496
O 1.765 -1.886 5.230 -1.681 1.362 -1.618
C 1.437 -0.216 3.091 0.813 -0.790 0.227
H -0.842 -1.907 2.670 -0.307 0.543 0.405
H -0.710 -3.048 4.067 0.061 0.271 0.148
H 0.546 -2.812 2.835 0.353 -0.278 0.325
H 0.656 0.232 2.475 0.212 0.239 0.089
H 2.037 -0.934 2.532 -0.248 -0.185 -0.267
H 2.191 0.437 3.531 -0.477 0.528 -0.036
C 1.893 2.849 -3.464 0.413 0.713 -0.272
S 0.585 2.315 -4.599 -0.945 0.768 0.878
O -0.701 2.308 -3.792 0.886 -0.275 -0.430
C 0.531 3.915 -5.475 -0.248 -0.050 -0.208
H 1.616 3.684 -2.820 -0.763 -0.140 0.043
H 2.620 3.324 -4.123 0.553 -0.549 0.018
H 2.313 2.065 -2.834 -0.050 -0.077 -0.398
H 1.338 4.094 -6.185 0.341 -0.240 0.344
H 0.476 4.684 -4.705 -0.031 0.070 -0.148
H -0.372 3.923 -6.086 -0.174 -0.149 0.302
C 3.014 -3.196 0.415 1.524 -0.205 -0.069
S 4.566 -4.107 0.021 -0.489 -2.515 3.384
O 5.144 -4.511 1.384 -0.014 1.324 -1.535
C 3.753 -5.750 -0.361 -0.616 1.272 -0.598
H 2.690 -2.895 -0.581 -0.968 -0.132 0.313
H 3.302 -2.325 1.003 0.141 0.063 -0.192
H 2.461 -3.868 1.071 -0.502 0.164 -0.566
H 3.461 -5.609 -1.402 0.492 -1.053 -0.391
H 2.814 -5.978 0.142 -0.023 0.789 0.535
H 4.419 -6.538 -0.011 0.449 0.268 -0.878
C 0.813 -1.947 -4.581 1.221 1.692 1.023
S 2.533 -1.362 -4.929 0.821 0.699 -2.044
O 2.392 -0.120 -5.849 0.165 -1.992 2.190
C 3.028 -0.795 -3.206 -1.047 1.055 -0.475
H 0.957 -2.470 -3.635 -0.601 -0.266 -0.093
H 0.220 -2.454 -5.342 0.766 -0.047 -0.108
H 0.448 -0.934 -4.408 -0.967 -0.219 0.271
H 3.939 -0.197 -3.212 0.293 -0.486 -0.671
H 3.103 -1.539 -2.413 -0.146 -0.321 -0.444
H 2.283 -0.043 -2.948 -0.284 -0.242 0.225
```
Forces are in eV/Å.

Its gap between HOMO and LUMO is 8.90 eV. Its charge is 0.



Computed, not measured: one molecule with the formula C4H8N2 in a non-equilibrium geometry, with ωB97M-V with the def2-TZVPD basis set.

XYZ file:
```
14
Properties=species:S:1:pos:R:3:forces:R:3
C -0.465 1.379 0.176 -0.009 0.195 0.013
N -0.467 0.035 -0.369 -0.031 0.020 -0.021
C -1.097 -0.901 0.543 -0.067 -0.144 0.067
C 0.775 -0.369 -0.974 -0.015 -0.031 -0.157
C 1.962 -0.448 -0.077 0.725 -0.025 0.694
N 2.881 -0.481 0.625 -0.918 0.025 -0.644
H -1.473 1.802 0.109 0.114 -0.029 0.072
H 0.213 2.020 -0.393 -0.122 -0.050 0.020
H -0.151 1.404 1.233 0.039 0.004 -0.152
H -0.748 -0.779 1.583 0.047 -0.074 -0.153
H -0.916 -1.936 0.239 -0.006 0.154 -0.048
H -2.180 -0.732 0.534 0.161 -0.024 0.050
H 1.018 0.348 -1.767 0.040 -0.118 0.115
H 0.649 -1.342 -1.462 0.041 0.097 0.144
```
Forces are in eV/Å.

Its gap between HOMO and LUMO is 10.01 eV. Its charge is 0.



Computed, not measured: a 2-piece molecular cluster, C8H16O2Si overall in a non-equilibrium geometry, with ωB97M-V with the def2-TZVPD basis set.

XYZ file:
```
27
Properties=species:S:1:pos:R:3:forces:R:3
C 2.252 -1.330 -0.164 0.461 -0.452 0.045
C 1.992 0.034 0.020 -4.946 1.765 0.116
C -0.107 0.594 0.096 4.263 -1.247 0.026
C -0.052 2.036 0.357 0.049 0.091 -0.116
C 4.135 1.026 -0.059 1.007 -0.047 -0.098
C -2.387 -0.139 -1.740 0.280 -0.204 0.674
C -2.828 0.217 1.320 0.507 -0.222 -0.504
C -1.378 -2.332 0.222 0.109 0.682 -0.057
O 3.381 -1.839 -0.167 0.052 -0.166 -0.063
O 2.728 1.104 0.170 -0.629 -0.483 0.048
Si -1.625 -0.465 -0.012 -0.756 -0.153 -0.231
H 1.348 -1.942 -0.281 0.019 0.063 -0.008
H -1.056 2.455 0.426 -0.071 0.147 -0.002
H 0.503 2.552 -0.431 -0.048 0.109 -0.011
H 0.479 2.247 1.287 0.018 0.071 0.130
H 4.615 1.630 0.712 -0.094 -0.026 -0.109
H 4.360 1.447 -1.044 -0.121 -0.033 0.137
H 4.486 -0.005 -0.010 -0.094 0.184 0.020
H -1.808 -0.631 -2.515 0.150 -0.107 -0.127
H -3.406 -0.510 -1.800 -0.190 -0.105 0.044
H -2.408 0.921 -1.972 0.015 0.225 0.035
H -2.315 0.362 2.265 0.123 0.004 0.195
H -3.241 1.176 1.019 -0.022 0.142 -0.082
H -3.664 -0.455 1.500 -0.093 -0.170 -0.073
H -0.771 -2.751 -0.575 0.105 -0.075 -0.163
H -0.894 -2.559 1.166 0.099 -0.019 0.192
H -2.336 -2.846 0.207 -0.191 0.030 -0.019
```
Forces are in eV/Å.

Its gap between HOMO and LUMO (spin up / spin down) is 8.15 / 7.78 eV. Its charge is 0.



Computed, not measured: a 2-piece molecular cluster, C5H16NO2 overall in a non-equilibrium geometry, with ωB97M-V with the def2-TZVPD basis set.

XYZ file:
```
24
Properties=species:S:1:pos:R:3:forces:R:3
C -1.895 0.524 -0.741 0.283 1.409 0.883
O -2.250 -0.184 0.429 -0.210 -0.431 -0.023
C -0.345 0.621 -0.729 -2.786 -1.007 -1.081
C 0.241 -0.761 -1.063 2.691 0.691 0.017
C 0.507 -1.678 0.146 -1.306 -0.446 -1.325
C 1.569 -0.530 -1.834 0.570 -0.671 -1.243
N -0.021 1.118 0.621 0.156 -0.389 0.735
H -2.295 0.128 -1.665 0.178 -0.407 -0.184
H -2.275 1.557 -0.650 -0.115 -0.117 -0.150
H -3.170 -0.470 0.409 0.084 0.087 -0.031
H -0.146 1.394 -1.463 0.675 0.000 -0.067
H -0.344 -1.323 -1.784 -0.762 0.357 0.244
H 1.240 -1.281 0.831 0.122 -0.141 0.353
H 0.793 -2.644 -0.276 0.718 0.188 0.164
H -0.458 -1.956 0.562 0.022 0.411 0.845
H 1.413 -0.535 -2.918 -0.458 0.138 0.031
H 2.158 0.386 -1.723 -0.262 -0.022 0.810
H 2.241 -1.389 -1.742 0.033 0.177 0.434
H 0.968 1.245 0.834 0.045 0.140 -0.064
H -0.541 1.958 0.879 0.223 0.304 -0.362
H -0.359 0.439 1.311 0.127 -0.298 -0.073
H 1.753 1.007 3.735 -0.112 0.025 0.151
H 0.220 1.295 3.687 0.577 -0.104 0.103
O 0.996 1.077 3.145 -0.491 0.105 -0.167
```
Forces are in eV/Å.

Its gap between HOMO and LUMO is 11.35 eV. Its charge is +1.



Computed, not measured: one molecule with the formula C4H11NO3S in a non-equilibrium geometry, with ωB97M-V with the def2-TZVPD basis set.

XYZ file:
```
20
Properties=species:S:1:pos:R:3:forces:R:3
C 1.498 -0.904 0.051 -4.567 -0.146 -0.810
C 1.786 1.527 -0.197 2.873 -0.067 -2.119
C 0.894 0.461 0.338 -1.141 0.371 0.036
C -0.812 0.548 -0.326 3.297 -1.219 4.112
N -1.037 0.221 -1.625 -2.690 3.540 -1.563
O -0.894 -1.251 2.021 -0.442 0.666 -1.032
O -1.475 -2.082 -0.216 -0.130 -0.522 -0.621
O -2.911 -0.414 0.886 0.324 0.680 -1.995
S -1.424 -0.981 0.688 -0.603 0.792 1.903
H 0.699 -1.604 0.450 1.804 0.006 -0.921
H 1.566 -0.932 -1.036 0.066 -0.619 -0.170
H 2.404 -1.175 0.453 2.125 -0.007 1.231
H 1.763 1.697 -1.327 -0.107 -0.688 1.332
H 1.553 2.454 0.195 -0.607 2.097 0.916
H 2.947 1.403 0.060 -2.509 -0.204 -0.397
H 0.786 0.620 1.450 -0.309 -0.231 -1.169
H -1.298 1.416 0.087 -0.156 0.198 0.027
H -0.653 -0.639 -1.690 1.049 -3.643 -1.542
H -3.327 -0.631 1.688 -0.644 -0.748 1.942
H -2.065 0.266 -1.950 2.367 -0.256 0.841
```
Forces are in eV/Å.

Its gap between HOMO and LUMO is 9.97 eV. Its charge is 0.



Computed, not measured: a 6-piece molecular cluster, C49H72ClNO9 overall in a non-equilibrium geometry, with ωB97M-V with the def2-TZVPD basis set.

XYZ file:
```
132
Properties=species:S:1:pos:R:3:forces:R:3
O 4.845 1.978 0.508 3.073 -9.256 -0.453
C 5.289 0.700 0.410 -2.588 7.463 0.925
Cl 5.944 0.227 -1.295 -0.770 0.261 2.432
C 5.237 -0.372 1.671 -0.534 -0.678 -0.641
C 3.679 -0.870 1.828 -3.704 -1.406 0.167
C 2.745 -0.387 3.125 -1.499 -1.618 -2.155
C 1.173 -0.806 3.347 1.173 -1.904 -3.721
C 0.211 -0.308 4.590 2.199 0.067 0.632
O -1.122 -0.929 4.622 -0.489 2.937 -2.055
C -2.127 -0.147 3.886 -3.599 2.007 -2.720
C -3.069 -0.928 2.746 -0.361 2.677 0.186
C -4.227 -0.199 1.842 2.209 2.035 2.784
C -4.555 1.398 2.048 3.562 -2.444 2.748
C -3.667 2.193 3.207 0.173 -3.481 -1.289
C -2.465 1.451 4.102 -1.849 -2.200 -2.399
C 0.469 -1.800 2.229 4.764 1.027 -0.932
C 1.400 -2.264 0.962 0.642 1.127 1.201
C 2.973 -1.838 0.710 -1.757 1.184 2.663
C 3.725 -2.389 -0.679 3.510 -1.640 -0.460
O 4.984 -2.845 -0.717 -7.602 2.992 0.377
C 2.741 -2.373 -2.031 -1.960 0.021 -2.039
C 3.236 -1.955 -3.537 -4.195 -1.269 1.106
C 2.063 -1.963 -4.730 -1.223 -0.888 3.253
C 0.483 -2.361 -4.459 2.125 -0.415 2.678
C -0.710 -2.334 -5.605 -0.554 -0.078 1.201
C -2.075 -1.728 -4.894 -0.173 0.747 -0.859
C -1.896 -0.231 -4.252 -0.727 0.323 0.679
C -3.065 -0.031 -3.074 0.214 0.189 0.375
C -3.975 1.318 -3.281 0.196 -0.182 -0.072
C -3.297 2.706 -2.732 -0.722 0.400 0.332
C -2.871 2.684 -1.142 0.242 1.931 0.028
C -2.020 4.100 -0.883 0.368 -0.518 0.102
C -0.434 3.732 -1.179 -0.836 0.422 -0.636
C 0.410 4.985 -1.836 0.735 -0.118 0.306
C 1.343 5.708 -0.695 -0.475 0.340 -0.047
C 2.733 6.329 -1.334 -0.753 0.490 -0.072
N 3.992 5.836 -0.645 4.030 -1.947 0.483
C 4.349 5.681 0.822 3.350 -1.314 -1.105
C 5.877 5.066 1.034 -3.797 1.743 -5.452
C 6.384 4.893 -0.527 -4.159 1.516 1.208
C 5.140 5.366 -1.518 2.509 -0.829 5.013
C 0.013 -2.827 -2.940 4.978 1.225 -0.288
C 1.169 -2.812 -1.777 0.096 0.626 -2.088
C 0.716 -3.227 -0.222 -2.360 -2.714 0.714
O -0.135 -4.221 0.047 5.003 6.269 -1.745
H 5.580 0.102 2.685 -0.702 -0.477 -2.238
H 5.956 -1.277 1.425 -1.712 1.813 0.393
H 3.240 0.338 3.913 -1.071 -1.648 -1.825
H 0.217 0.862 4.593 -0.409 -2.217 -0.132
H 0.757 -0.641 5.596 -1.310 0.602 -2.176
H -2.877 -2.091 2.561 -0.491 2.808 0.547
H -4.814 -0.846 1.034 1.442 1.613 2.040
H -5.379 1.917 1.388 1.899 -1.102 1.655
H -3.936 3.339 3.349 0.901 -2.729 -0.099
H -1.868 2.067 4.898 -1.366 -1.259 -1.750
H -0.632 -2.196 2.266 2.468 0.973 0.048
H 4.371 -1.663 -3.757 -2.913 -0.726 0.557
H 2.348 -1.663 -5.827 -0.537 -0.618 2.451
H -0.468 -1.656 -6.528 -0.128 -1.417 1.848
H -1.003 -3.436 -5.957 1.035 2.395 0.700
H -2.880 -1.633 -5.766 1.602 -0.288 1.887
H -2.544 -2.433 -4.085 1.160 1.206 -1.614
H -2.001 0.621 -5.079 0.112 -1.933 1.676
H -0.877 -0.037 -3.711 -1.734 -0.725 -1.249
H -2.502 0.015 -2.027 -1.283 -0.091 -2.166
H -3.787 -0.974 -3.002 1.556 1.985 -0.391
H -5.010 1.158 -2.709 2.207 0.435 -1.363
H -4.154 1.426 -4.452 0.072 -0.168 2.540
H -2.387 3.095 -3.398 -1.800 -1.135 1.417
H -4.135 3.548 -2.831 1.808 -1.771 0.117
H -3.805 2.759 -0.415 1.859 -0.693 -1.739
H -2.134 1.822 -0.852 -1.710 1.458 -0.486
H -2.178 4.518 0.217 0.426 -1.029 -2.244
H -2.381 4.952 -1.607 0.635 -1.741 1.240
H -0.457 2.869 -2.004 0.178 1.709 1.994
H 0.040 3.343 -0.156 -0.816 0.758 -2.455
H 1.091 4.572 -2.718 -1.313 0.821 1.965
H -0.264 5.818 -2.309 0.975 -1.789 0.865
H 1.528 4.930 0.162 0.087 1.551 -1.735
H 0.713 6.592 -0.214 1.363 -1.825 -0.961
H 2.712 7.515 -1.306 0.047 -2.481 0.086
H 2.788 6.031 -2.485 0.109 0.490 2.652
H 3.636 5.965 1.716 1.378 -0.553 -2.455
H 6.422 4.832 2.050 -1.382 0.603 -2.445
H 7.467 4.486 -0.823 -2.921 1.040 0.479
H 5.181 5.327 -2.687 -0.543 0.288 2.702
H -1.073 -3.133 -2.631 2.440 0.662 -0.772
C -0.026 -5.608 3.159 0.158 0.131 -0.195
C -1.031 -5.079 4.161 0.225 -0.406 -0.095
O -2.351 -5.305 3.688 -0.498 -0.189 -0.062
H -0.156 -5.118 2.189 0.031 -0.001 0.214
H 0.997 -5.437 3.507 -0.037 -0.109 -0.030
H -0.168 -6.681 2.996 0.107 0.038 0.165
H -0.900 -4.003 4.304 -0.218 -0.068 -0.024
H -0.916 -5.573 5.131 0.187 0.104 0.059
H -2.461 -6.265 3.572 0.079 0.556 0.038
C -5.735 6.789 -4.071 0.132 0.200 0.087
C -5.747 5.751 -5.175 -0.238 0.091 0.246
O -6.045 4.472 -4.634 -0.254 -0.296 0.123
H -4.993 6.531 -3.309 -0.030 0.026 -0.165
H -5.502 7.780 -4.471 -0.055 -0.032 0.093
H -6.707 6.831 -3.569 0.024 0.075 -0.117
H -4.768 5.697 -5.660 -0.154 -0.188 0.083
H -6.496 5.995 -5.935 0.112 0.167 -0.100
H -6.920 4.529 -4.213 0.482 -0.064 -0.230
C 8.624 -2.449 -0.958 0.121 0.215 0.146
C 8.612 -3.487 -2.061 -0.278 0.041 0.298
O 8.314 -4.766 -1.521 -0.214 -0.272 0.096
H 9.366 -2.707 -0.195 0.004 0.012 -0.182
H 8.857 -1.458 -1.357 -0.058 -0.015 0.090
H 7.652 -2.407 -0.455 0.004 0.063 -0.182
H 9.591 -3.541 -2.546 -0.142 -0.186 0.076
H 7.863 -3.244 -2.821 0.080 0.179 -0.086
H 7.439 -4.709 -1.100 0.414 -0.002 -0.241
C -8.485 0.509 3.614 -0.071 0.206 0.133
C -8.584 -0.213 2.286 0.126 -0.115 0.310
O -7.295 -0.636 1.867 0.181 -0.275 -0.080
H -7.824 1.378 3.531 -0.121 -0.100 -0.047
H -9.470 0.845 3.950 0.083 -0.027 0.049
H -8.056 -0.146 4.380 -0.127 0.014 -0.039
H -8.992 0.451 1.519 0.188 -0.159 -0.016
H -9.233 -1.091 2.364 -0.202 0.110 0.002
H -6.944 -1.232 2.551 -0.101 0.353 -0.342
C 3.684 -8.128 4.971 0.214 0.069 -0.127
C 2.678 -7.599 5.973 0.045 -0.327 -0.163
O 1.358 -7.825 5.500 -0.365 -0.231 -0.017
H 3.554 -7.638 4.000 0.024 0.012 0.177
H 4.707 -7.957 5.319 -0.043 -0.076 -0.070
H 3.541 -9.201 4.808 0.080 0.048 0.108
H 2.810 -6.523 6.116 -0.215 -0.132 -0.037
H 2.793 -8.093 6.943 0.185 0.107 0.072
H 1.248 -8.785 5.384 0.046 0.538 0.053
```
Forces are in eV/Å.

Its gap between HOMO and LUMO is 5.79 eV. Its charge is 0.



Electronic energy across the listed records, respectively: -4425.4410 -266.6906 -754.2158 -405.0912 -837.5860 -3100.9381 a.u..
Energy above the lowest of the compared OMol25 structures with the same formula, charge and spin across the listed records, respectively: 71.96 19.70 129.86 18.19 51.18 770.74 kcal/mol.